Entry 1:
Entry from OMol25: a molecular structure, C19H56ClN10O9P5 (the ωB97M-V functional and the def2-TZVPD basis).

```
100
Properties=species:S:1:pos:R:3:forces:R:3
N -3.47064 1.22719 -1.01995 0.2 0.1 -0.3
C -3.87355 1.94906 -1.82379 -0.3 -0.1 0.4
O -4.47010 2.70864 -2.69669 0.3 0.0 0.1
O -4.27866 4.11006 -2.30653 -0.2 -0.4 -0.1
P -5.57527 4.65702 -1.47780 -0.2 1.2 -0.2
O -5.60200 6.10333 -1.58969 0.2 0.1 0.0
O -5.36696 4.04474 -0.04940 -0.3 -0.6 -0.4
O -6.84447 3.97900 -2.17917 0.4 -0.7 0.4
P -7.93689 3.06090 -1.30464 -0.5 0.3 0.3
O -9.12012 3.06571 -2.38457 0.3 0.0 0.0
Cl -7.14701 1.16274 -1.45952 0.1 0.0 -0.3
H -6.13266 4.12337 0.54590 0.3 0.2 0.5
H -8.80644 3.01117 -3.29740 -0.1 -0.1 -0.2
O -6.09280 4.82515 2.85700 2.5 -1.1 -0.2
P -5.90451 5.42567 4.20098 -4.2 2.7 1.1
N -6.90750 4.46539 5.18822 -0.2 -0.2 -0.4
C -7.52432 4.88294 6.42838 0.4 0.0 0.4
C -6.65544 3.02985 5.14989 0.0 -0.1 -0.3
N -6.55951 7.01385 3.94587 -0.3 -0.2 0.1
C -7.88601 7.36638 4.42581 0.0 0.1 0.2
C -6.40362 7.46881 2.56386 0.1 0.0 -0.1
N -4.77880 5.94872 5.31144 1.7 -1.2 -1.0
C -3.83456 4.94721 5.80583 -0.2 -0.2 0.1
C -4.75012 7.21377 6.02538 0.1 0.4 -0.1
H -6.83349 4.89131 7.28591 0.0 0.0 0.0
H -8.32934 4.18629 6.66998 0.1 -0.1 0.0
H -7.99047 5.85673 6.35366 0.1 0.0 0.0
H -5.79190 2.73847 5.76280 -0.1 0.0 0.1
H -6.47528 2.70330 4.12648 0.1 0.1 0.0
H -7.52710 2.48349 5.51471 0.0 0.1 0.0
H -8.66196 6.65516 4.11217 0.0 0.0 0.0
H -8.15643 8.35160 4.04241 0.1 0.0 -0.1
H -7.90818 7.46623 5.51067 0.0 0.0 0.0
H -7.16762 7.05647 1.89469 0.0 0.0 0.0
H -5.42995 7.19143 2.16536 0.0 0.0 0.0
H -6.47364 8.55855 2.53765 0.0 0.0 0.1
H -4.15717 4.52023 6.76231 0.0 0.0 0.0
H -2.84266 5.38042 5.94058 0.0 0.1 0.0
H -3.72844 4.12964 5.09041 -0.1 0.0 0.0
H -5.49307 7.24060 6.82856 0.0 0.0 0.0
H -4.90784 8.05866 5.36429 -0.2 -0.1 0.0
H -3.76542 7.34854 6.47741 0.0 -0.2 0.0
O 2.17450 -1.38155 1.41174 -0.1 2.9 0.1
P 1.74333 -1.31500 -0.00658 -0.2 -4.7 -1.9
N 0.15526 -1.93881 0.03516 0.1 -0.4 0.6
C -0.50792 -2.56014 -1.08925 -0.1 0.4 -0.4
C -0.78320 -1.31191 0.95290 0.0 0.0 0.4
N 2.88616 -2.38570 -0.75259 -0.3 -0.2 0.1
C 2.51741 -3.74499 -1.12114 -0.1 -0.1 -0.2
C 4.17392 -2.40688 -0.06148 0.1 0.1 0.1
N 1.56317 -0.38359 -1.39173 0.6 2.0 1.1
C 0.71480 0.80185 -1.29697 -0.3 -0.3 0.0
C 1.93941 -0.74320 -2.74669 0.4 0.0 -0.1
H -0.89112 -1.84171 -1.83100 0.0 0.0 0.0
H -1.36464 -3.12807 -0.72058 0.0 0.1 0.1
H 0.12419 -3.27731 -1.59862 0.1 0.1 0.0
H -1.16838 -0.35572 0.57569 -0.1 -0.1 0.0
H -0.33041 -1.14084 1.92928 0.2 0.0 -0.1
H -1.63593 -1.97417 1.11802 0.0 0.0 -0.1
H 2.05671 -4.30327 -0.29478 0.0 0.0 0.0
H 3.40387 -4.29075 -1.44648 0.1 0.1 0.1
H 1.84883 -3.76107 -1.98267 0.0 0.0 0.1
H 4.16414 -3.04956 0.82620 0.0 0.0 0.0
H 4.46483 -1.40667 0.25571 0.0 0.0 0.0
H 4.93810 -2.77817 -0.74918 -0.1 -0.1 0.0
H -0.31053 0.57012 -1.60879 0.0 0.2 0.0
H 1.10320 1.60849 -1.92081 0.0 0.0 0.0
H 0.67225 1.18354 -0.27562 0.0 -0.1 0.0
H 1.24568 -1.47041 -3.18079 0.0 0.0 0.0
H 2.94817 -1.13950 -2.79761 0.0 -0.2 0.1
H 1.92063 0.15024 -3.37574 -0.1 0.1 0.1
O 5.47697 -5.34101 -2.35840 0.4 2.6 1.1
P 6.85323 -5.34209 -2.90993 0.7 -4.6 -2.1
N 6.58771 -5.24131 -4.59330 -0.5 -0.1 0.1
C 7.47873 -5.72051 -5.62666 0.5 0.4 0.0
C 5.77711 -4.11546 -5.03870 -0.3 0.0 0.2
N 7.40216 -6.92317 -2.43981 -0.1 0.0 -0.3
C 7.46079 -8.01740 -3.39470 0.2 0.0 -0.1
C 6.76936 -7.38614 -1.20540 -0.1 0.1 0.2
N 8.36952 -4.65831 -2.78867 -0.8 1.8 1.2
C 8.45323 -3.21542 -3.00588 -0.1 0.0 -0.2
C 9.65132 -5.33729 -2.71984 0.2 -0.2 0.3
H 8.33974 -5.05862 -5.81179 0.0 0.0 0.0
H 6.92165 -5.79327 -6.56296 -0.1 0.1 0.0
H 7.84942 -6.71722 -5.42735 0.1 0.1 0.1
H 6.34752 -3.17709 -5.08248 0.0 0.0 -0.1
H 4.92945 -3.97131 -4.36908 0.1 0.0 0.1
H 5.37327 -4.31057 -6.03409 0.1 -0.1 0.0
H 6.51938 -8.16493 -3.94065 0.0 0.0 0.0
H 7.69318 -8.94351 -2.86596 -0.1 0.0 0.1
H 8.27324 -7.88521 -4.10859 0.0 0.0 0.0
H 5.76517 -7.79098 -1.37369 0.0 0.0 0.0
H 6.68395 -6.57808 -0.48178 0.0 0.0 0.0
H 7.38947 -8.16753 -0.75890 0.0 0.0 -0.1
H 8.73989 -2.97350 -4.03599 0.0 0.0 0.0
H 9.18101 -2.76129 -2.33177 0.0 -0.1 0.0
H 7.49247 -2.73816 -2.80278 0.0 0.0 0.0
H 9.95380 -5.73150 -3.69523 0.0 0.0 0.0
H 9.64657 -6.14378 -1.99491 -0.1 -0.1 -0.1
H 10.41616 -4.62836 -2.39573 -0.1 0.1 -0.1
```
Forces are in eV/Å.

## Properties
LUMO energy: -0.4083 eV
Highest occupied orbital energy: -7.79 eV
Electronic energy: -112907.0325 eV
Net charge: 0

=====

Entry 2:
Entry from OMol25: a molecular structure, C19H56InO7S7 (the ωB97M-V functional and the def2-TZVPD basis).

```
90
Properties=species:S:1:pos:R:3:forces:R:3
C 1.02864 4.25598 1.55312 -0.3 0.2 0.5
C 0.12947 5.34599 0.72208 1.0 0.6 -0.2
C -0.21101 4.92925 -0.82835 -0.8 0.5 0.3
C -0.55283 3.34283 -1.06221 -0.9 -0.3 -1.7
C 0.49743 2.58808 -2.12251 -0.4 1.1 0.0
In 1.66808 1.04618 -0.88399 -0.2 0.5 0.1
H 1.59041 3.54095 0.81645 -1.1 1.2 1.5
H 1.85593 4.80696 2.21261 -1.8 -1.1 -1.4
H 0.30623 3.66107 2.29334 1.8 1.0 -1.8
H -0.85295 5.58828 1.31267 1.8 -0.5 -1.1
H 0.78485 6.34129 0.65887 -1.6 -1.9 0.2
H -1.18634 5.54880 -1.12775 2.1 -1.2 0.6
H 0.64144 5.33488 -1.55537 -1.6 -1.2 1.6
H -1.60720 3.30601 -1.62072 2.0 0.1 1.3
H -0.69409 2.71409 -0.08192 0.5 1.5 -1.6
H -0.07455 2.06926 -3.02125 1.1 1.5 2.0
H 1.20730 3.45748 -2.51725 -1.4 -1.9 0.5
H 2.23242 -0.36087 -1.84493 0.0 0.1 0.0
H 3.03684 1.99916 -0.13099 -0.1 -0.3 -0.2
H 0.57239 0.55233 0.48980 0.3 0.0 -0.5
C -1.21003 -0.80616 -5.25860 0.0 0.3 -0.1
S -1.29716 0.99663 -5.14054 -0.2 -0.2 0.6
O -2.10306 1.33087 -3.92006 0.0 -0.2 -0.8
C -2.36834 1.22854 -6.57947 -0.2 0.0 -0.1
H -0.61196 -1.18015 -4.42441 0.0 0.2 -0.1
H -2.21419 -1.23443 -5.20443 0.0 0.1 0.0
H -0.73203 -1.08829 -6.20010 -0.1 0.2 0.3
H -3.30148 0.67652 -6.44444 0.1 0.0 0.1
H -1.85347 0.88155 -7.47856 0.0 0.0 0.1
H -2.58974 2.29378 -6.67909 0.1 -0.1 0.1
C 3.79658 4.54121 -5.65167 0.1 0.1 -0.1
S 1.99343 4.39929 -5.66124 -0.2 -0.1 -0.2
O 1.53805 4.52511 -7.08517 0.3 0.2 0.4
C 1.67507 5.98269 -4.84686 0.0 0.1 0.0
H 4.21635 3.66551 -6.15203 -0.2 0.1 0.1
H 4.10442 5.44453 -6.18452 -0.1 0.0 0.0
H 4.15537 4.57355 -4.61981 -0.1 -0.1 -0.1
H 2.11200 6.79760 -5.42887 0.0 -0.1 -0.1
H 2.10147 5.96899 -3.84096 -0.1 -0.1 -0.1
H 0.59418 6.12651 -4.77844 0.1 -0.2 0.0
C 0.74005 -5.07952 -8.08469 0.1 0.0 -0.1
S -0.44746 -4.50674 -6.84642 0.3 0.3 0.3
O -0.19611 -3.04482 -6.62191 0.1 -1.0 -0.4
C 0.28257 -5.40362 -5.45561 -0.1 0.1 -0.2
H 0.49821 -4.60985 -9.04091 -0.1 0.0 0.2
H 1.75428 -4.79832 -7.78979 -0.1 0.0 0.1
H 0.66646 -6.16514 -8.18724 -0.1 0.1 0.1
H 1.32417 -5.10243 -5.32117 -0.1 0.1 -0.1
H 0.22357 -6.47861 -5.64206 0.0 0.3 0.0
H -0.28280 -5.16271 -4.55228 0.0 0.1 -0.2
C -3.75165 1.85379 1.56863 0.0 -0.1 -0.1
S -2.66267 2.67447 2.75699 0.5 -0.2 -0.1
O -1.29506 2.07704 2.60373 -0.9 0.2 0.3
C -3.41158 1.94620 4.23363 0.0 0.1 -0.4
H -3.44063 2.13625 0.56021 0.1 0.0 0.2
H -3.67776 0.76892 1.67944 0.1 0.1 0.1
H -4.78235 2.17838 1.73239 0.1 0.0 0.1
H -3.35810 0.85617 4.18179 0.0 0.4 -0.1
H -4.45286 2.26779 4.31227 0.0 0.0 0.0
H -2.85959 2.29388 5.11004 0.0 0.0 -0.2
C -1.87785 0.39983 8.18973 -0.1 0.0 0.0
S -1.82996 -0.30952 6.52657 -0.2 0.1 0.1
O -3.19731 -0.15313 5.92934 0.4 -0.7 0.9
C -1.66326 -2.02989 7.05975 0.0 -0.1 0.0
H -2.01694 1.47987 8.10258 0.0 -0.1 -0.2
H -2.70948 -0.02751 8.75582 0.0 0.0 -0.2
H -0.93307 0.19792 8.70074 -0.2 0.0 -0.3
H -2.50786 -2.30874 7.69426 0.0 0.1 -0.1
H -0.72556 -2.15417 7.60667 0.0 0.1 0.0
H -1.65100 -2.66825 6.17317 0.0 0.2 0.0
C 2.98806 -0.35026 10.87966 0.1 0.1 -0.1
S 1.18491 -0.49217 10.87010 0.0 0.1 -0.3
O 0.72953 -0.36635 9.44617 0.6 -0.1 0.8
C 0.86655 1.09123 11.68448 0.0 0.1 -0.1
H 3.40783 -1.22596 10.37930 -0.2 0.1 0.1
H 3.29591 0.55307 10.34681 -0.1 -0.1 0.0
H 3.34685 -0.31791 11.91152 -0.1 0.0 -0.1
H 1.30348 1.90613 11.10247 0.0 -0.1 0.0
H 1.29296 1.07752 12.69038 0.0 -0.1 -0.1
H -0.21434 1.23504 11.75289 0.1 -0.1 -0.1
C 2.51651 -8.77537 -2.90281 0.0 0.1 0.0
S 1.07502 -9.34599 -3.83452 -0.1 0.3 -0.1
O 0.69886 -8.25746 -4.79596 0.2 -0.7 0.6
C -0.08604 -9.27298 -2.44948 -0.1 0.1 0.0
H 3.36646 -8.70713 -3.58572 -0.2 -0.1 0.0
H 2.31866 -7.79053 -2.47196 -0.1 -0.1 -0.1
H 2.74702 -9.49212 -2.11057 -0.1 0.0 -0.1
H -0.12515 -8.25808 -2.04679 0.1 -0.1 -0.1
H 0.22749 -9.97368 -1.67194 0.0 0.0 -0.1
H -1.07693 -9.55638 -2.81210 0.2 0.0 -0.1
```
Forces are in eV/Å.

## Properties
LUMO energy: 1.4840 eV
Highest occupied orbital energy: -3.48 eV
Electronic energy: -115953.9787 eV
Net charge: -1